Entry 1:
Molecular formula: C8H15N6
Method: DFT, ωB97M-V with the def2-TZVPD basis set

Properties
HOMO energy (spin up / spin down) in eV: -9.496 / -12.043
Net charge: +1
Electronic energy in eV: -17466.97329
Multiplicity: 3

```
29
Properties=species:S:1:pos:R:3:lowdin_charge:R:1
C -1.8866 1.6518 -0.8364 -0.1559
C -0.3974 0.3508 -0.0614 -0.1563
C -1.5896 -0.3098 0.0845 -0.2192
C -1.1701 -2.5671 0.8167 -0.0253
C 0.9717 0.0023 0.4750 -0.2330
C 3.3353 -0.7396 -1.3021 -0.0231
C -3.9038 0.1569 -0.4314 -0.0356
C 2.5092 1.7876 1.2824 -0.0574
N -0.6371 1.6340 -0.6240 0.1016
N 2.2008 -1.5484 -1.0034 0.0924
N -2.5487 0.5171 -0.4460 -0.0576
N -1.9368 -1.5106 0.6161 0.0070
N 1.3465 -1.3673 -0.1785 0.1633
N 1.7659 1.1499 0.2065 -0.0431
H -2.2364 2.5956 -1.2971 0.1548
H -1.4533 -3.4292 1.4085 0.0626
H -0.1210 -2.7599 0.3746 0.0717
H 1.0343 -0.0555 1.6227 0.1767
H 3.2450 -0.4462 -2.3811 0.1396
H 4.1502 -1.3872 -1.4346 0.0852
H 3.6194 -0.0256 -0.6103 0.0618
H -4.2751 0.7771 -1.3272 0.1379
H -4.1129 -0.8307 -0.8095 0.0948
H -4.5232 0.2943 0.4326 0.0953
H 2.7099 0.9756 2.1683 0.1549
H 3.4303 2.2372 1.0035 0.0736
H 1.9798 2.5592 1.6534 0.0471
H -2.8988 -1.6035 0.9829 0.1643
H 1.3925 1.8912 -0.3847 0.1217
```

Entry 2:
Molecular formula: C46H60As3BrClF5NO4Ta
Method: DFT, ωB97M-V with the def2-TZVPD basis set

Properties
ΔE to the lowest compared entry with this formula, charge and spin in kcal/mol: 13.9
HOMO energy in eV: -7.923
Net charge: 0
Electronic energy in eV: -338576.93850

```
122
Properties=species:S:1:pos:R:3:lowdin_charge:R:1
Ta 0.0354 -0.6940 -0.6326 1.6345
C -1.2170 2.4038 1.8728 -0.2528
As -1.3272 1.4616 0.1444 1.1598
C -3.2240 1.0313 0.4021 -0.2742
C -1.0525 3.1780 -0.8798 -0.3396
C -2.1038 4.0304 -1.6477 -0.6564
C -3.4329 4.0615 -0.8785 -0.0644
C -2.3853 3.5419 -3.0738 -0.3410
As -2.3281 1.5718 -3.2489 1.1672
C -2.0823 1.5909 -5.2078 -0.3042
C -4.2832 1.2710 -3.3748 -0.3077
C -1.5651 5.4718 -1.7011 -0.3818
As 0.2410 6.0147 -2.3707 1.1494
C 0.8116 4.6246 -3.6410 -0.3489
C 1.3928 5.4257 -0.8822 -0.3422
H -1.9673 3.1936 1.8490 0.0376
H -0.2329 2.8413 2.0201 0.0243
H -1.4405 1.7186 2.6807 -0.0085
H -3.7786 1.8590 0.8365 0.0289
H -3.2150 0.1984 1.1049 0.0223
H -3.6988 0.6876 -0.5128 0.0051
H -0.2367 2.9085 -1.5540 0.0239
H -0.6417 3.8283 -0.1060 0.0479
H -4.0007 3.1488 -1.0564 0.0527
H -4.0434 4.9049 -1.2061 0.0905
H -3.2549 4.1642 0.1943 0.0757
H -1.6324 3.9424 -3.7533 0.0420
H -3.3561 3.9121 -3.4129 0.0862
H -2.9018 2.1283 -5.6831 0.0239
H -2.0559 0.5713 -5.5935 0.0185
H -1.1417 2.0769 -5.4609 0.0113
H -4.6999 1.8836 -4.1737 0.0218
H -4.7894 1.5226 -2.4437 0.0039
H -4.4842 0.2230 -3.5992 0.0174
H -1.5962 5.9016 -0.6929 0.0695
H -2.2600 6.0672 -2.3004 0.0611
H 0.2847 4.7201 -4.5901 0.0139
H 0.6977 3.6134 -3.2556 -0.0011
H 1.8723 4.7945 -3.8283 0.0186
H 0.9718 5.7264 0.0777 0.0206
H 2.3544 5.9275 -0.9929 0.0158
H 1.5705 4.3501 -0.8885 -0.0101
Cl -5.7611 -5.0794 -3.1687 0.6584
C -4.6234 -4.0247 -2.3900 -0.6710
C -4.8166 -3.6768 -1.0413 -0.0775
C -3.9467 -2.8324 -0.4094 0.0149
C -2.8379 -2.2608 -1.0881 -0.3377
O -2.0698 -1.4373 -0.4749 -0.2500
C -2.6631 -2.6279 -2.4554 -0.1407
C -1.6206 -2.0794 -3.2448 -0.1949
O -0.7801 -1.2392 -2.8925 -0.1562
C -3.5594 -3.5250 -3.0776 -0.0586
H -5.6598 -4.0935 -0.5065 0.1099
H -4.0797 -2.5784 0.6342 0.1203
H -1.5883 -2.4173 -4.2929 0.1474
H -3.3876 -3.8020 -4.1110 0.1197
C 2.8170 -5.2331 5.1684 -0.0437
C 3.1952 -3.7608 5.3856 -0.5585
C 2.9343 -3.4057 6.8527 -0.0667
C 4.7000 -3.5825 5.1306 -0.0506
C 2.3997 -2.8808 4.4265 -0.1725
C 2.6545 -2.8993 3.0658 -0.0789
C 1.9376 -2.0631 2.2392 -0.4870
Br 2.4243 -1.9420 0.3886 0.9913
C 0.8963 -1.2076 2.6200 -0.3903
O 0.2088 -0.5260 1.7183 -0.3207
C 0.6939 -1.1435 4.0262 -0.0858
C 1.4346 -1.9732 4.8583 0.0281
C -0.2414 -0.1040 4.6401 -0.5197
C 0.3529 1.2722 4.2910 -0.0516
C -0.3409 -0.1696 6.1674 -0.0675
C -1.6613 -0.3030 4.0859 -0.0462
H 3.4070 -5.8677 5.8334 0.0837
H 3.0084 -5.5372 4.1384 0.0819
H 1.7595 -5.3936 5.3831 0.0890
H 3.5744 -4.0203 7.4876 0.0844
H 1.8995 -3.5989 7.1399 0.0852
H 3.1684 -2.3592 7.0554 0.0889
H 5.2681 -4.2032 5.8264 0.0834
H 4.9929 -2.5419 5.2789 0.0917
H 4.9749 -3.8765 4.1178 0.0739
H 3.4130 -3.5353 2.6279 0.1062
H 1.2449 -1.8988 5.9166 0.0830
H 1.2942 1.4065 4.8284 0.0950
H -0.3208 2.0807 4.5863 0.0898
H 0.5679 1.3430 3.2271 0.0446
H 0.6200 0.0198 6.6485 0.0850
H -0.7285 -1.1302 6.5120 0.0885
H -1.0344 0.6050 6.5005 0.0882
H -1.6485 -0.3831 3.0011 0.0538
H -2.3129 0.5230 4.3840 0.0876
H -2.0812 -1.2274 4.4874 0.0928
C 1.8170 0.7152 -4.1165 -0.0384
C 2.5595 1.4675 -3.0465 -0.2211
C 3.6408 2.2651 -3.3959 -0.0638
C 4.3520 2.9777 -2.4473 -0.0795
C 3.9671 2.9105 -1.1159 -0.0653
C 2.8959 2.1286 -0.7239 -0.2315
C 2.4571 2.0721 0.7127 -0.0393
C 2.1882 1.3693 -1.6899 -0.2890
N 1.1722 0.5546 -1.2610 -0.2169
H 2.3809 -0.1683 -4.4204 0.0838
H 1.6894 1.3408 -5.0012 0.0792
H 0.8477 0.3863 -3.7495 0.0347
H 3.9264 2.3235 -4.4401 0.1150
H 5.2010 3.5806 -2.7418 0.1023
H 4.5145 3.4722 -0.3682 0.1119
H 3.0561 2.7396 1.3303 0.0875
H 2.5385 1.0572 1.1055 0.0599
H 1.4061 2.3589 0.7909 0.0379
F 1.9078 -6.1875 -4.9049 0.1157
C 1.4435 -5.3646 -3.9601 -0.1485
C 2.0077 -4.1149 -3.7761 -0.1441
F 3.0081 -3.7031 -4.5586 0.1208
C 1.5316 -3.2951 -2.7764 -0.1662
F 2.0790 -2.0802 -2.6088 0.0325
C 0.4771 -3.6400 -1.9123 -0.3154
O 0.0204 -2.8664 -0.9644 -0.2734
C -0.0777 -4.9094 -2.1549 -0.1385
F -1.1016 -5.3068 -1.3924 0.1199
C 0.3896 -5.7490 -3.1474 -0.1453
F -0.1771 -6.9416 -3.3312 0.1233
```